(1)
Formula: C19H11BrCl5IrNO2S
Source: OMol25
Level of theory: wB97M-V/def2-TZVPD

ORCA input file:
```
! RIJCOSX wB97M-V def2-TZVPD def2/J DEFGRID3
* xyz 2 2
Ir -0.911 -0.258 0.927
Br -3.250 -0.062 2.741
Cl 2.446 2.076 4.937
Cl -0.099 0.415 4.276
Cl 4.313 2.995 2.643
Cl 3.668 2.292 -0.326
Cl 1.050 0.643 -0.935
S -1.298 -2.450 0.601
O 3.930 -3.116 -3.392
O 4.227 -5.055 -2.362
N -2.269 1.192 0.530
C 0.216 -2.487 -1.696
C 0.920 0.979 3.022
C 1.066 -3.679 0.273
C 0.594 0.679 1.687
C 2.324 -3.635 -1.771
C 3.564 -3.921 -2.589
C -2.225 2.045 -0.515
C 1.340 -2.852 -2.390
C -3.237 2.951 -0.767
C 2.179 -4.052 -0.444
C -4.334 2.935 0.098
C 0.077 -2.873 -0.343
C 1.489 1.090 0.684
C 2.922 2.119 2.281
C -4.391 2.054 1.169
C -3.142 3.913 -1.915
C 2.634 1.805 0.934
C -3.331 1.199 1.353
C 2.065 1.700 3.322
H 0.939 -3.982 1.304
H 1.492 -2.553 -3.418
H -2.537 3.510 -2.725
H 3.754 -5.673 -1.791
H 2.949 -4.640 0.039
H -2.688 4.848 -1.586
H -4.130 4.145 -2.308
H -5.236 2.026 1.841
H -1.348 1.980 -1.145
H -5.159 3.616 -0.071
H -0.573 -1.918 -2.172
*
```

Computed properties:
Gap between HOMO and LUMO (spin up / spin down): 4.8862 / 5.5698 eV
Electronic energy: -171777.55923 eV
Relative energy (zero: lowest compared OMol25 entry of this formula, charge and spin): 11.7 kcal/mol
Expectation value of S²: 0.95

(2)
Formula: C5H10N3O3
Source: OMol25
Level of theory: wB97M-V/def2-TZVPD

ORCA input file:
```
! RIJCOSX wB97M-V def2-TZVPD def2/J DEFGRID3
* xyz 1 1
O -0.164 0.954 2.414
O -2.433 0.526 -0.664
O -1.780 -0.361 1.916
N -0.819 0.217 1.795
N -0.724 1.696 -1.420
N -1.239 0.798 -0.640
C -0.266 0.072 0.018
C 1.094 0.623 -0.308
C -0.353 -1.481 0.008
C 0.720 1.804 -1.219
C 0.754 -2.070 0.805
H 1.683 0.867 0.552
H -1.416 2.341 -1.849
H -0.280 -1.959 -1.046
H 0.841 2.796 -0.726
H 0.531 -2.087 1.889
H -1.390 -1.685 0.395
H 1.709 -0.048 -0.806
H 0.799 -3.135 0.393
H 1.130 1.710 -2.187
H 1.604 -1.577 0.680
*
```

Computed properties:
Gap between HOMO and LUMO: 8.5339 eV
Electronic energy: -15945.65618 eV
Relative energy (zero: lowest compared OMol25 entry of this formula, charge and spin): 186.3 kcal/mol

(3)
Formula: C3H10S3
Source: OMol25
Level of theory: wB97M-V/def2-TZVPD

ORCA input file:
```
! RIJCOSX wB97M-V def2-TZVPD def2/J DEFGRID3
* xyz -1 2
S 1.100 -0.782 1.868
S -1.264 -0.028 -1.208
S -1.077 1.164 -3.081
C 0.158 -1.463 3.231
C -0.040 0.574 1.343
C 0.599 0.875 -3.672
H 0.739 -2.104 3.868
H 0.652 0.010 -4.309
H 1.239 0.997 -2.789
H -1.368 -1.162 -1.906
H -0.698 -2.004 2.862
H 0.345 1.220 0.556
H -0.239 -0.611 3.939
H -1.021 0.207 1.370
H 0.928 1.791 -4.255
H -0.054 1.316 2.183
*
```

Computed properties:
Gap between HOMO and LUMO (spin up / spin down): 3.2398 / 6.5111 eV
Electronic energy: -35777.56194 eV
Relative energy (zero: lowest compared OMol25 entry of this formula, charge and spin): 28.4 kcal/mol
Expectation value of S²: 0.75

(4)
Formula: C22H28N2O3PdSSe2
Source: OMol25
Level of theory: wB97M-V/def2-TZVPD

ORCA input file:
```
! RIJCOSX wB97M-V def2-TZVPD def2/J DEFGRID3
* xyz 2 3
Pd 10.870 11.041 6.907
Se 9.007 10.273 4.876
Se 8.730 8.155 5.813
S 11.891 10.249 10.064
O 12.979 11.164 6.263
O 11.098 13.249 6.523
O 11.412 11.265 8.987
N 8.814 11.405 7.348
N 11.276 8.762 6.930
C 7.056 12.501 8.402
C 12.213 6.159 6.622
C 13.206 10.678 4.934
C 6.754 11.670 6.198
C 9.094 6.718 9.808
C 11.724 11.208 11.563
C 8.357 12.040 8.398
C 10.730 8.941 10.190
C 8.046 11.189 6.282
C 10.956 6.523 6.169
C 10.532 7.836 6.356
C 6.257 12.342 7.289
C 13.030 7.131 7.204
C 8.562 7.990 9.920
C 9.352 9.095 10.145
C 11.305 7.693 10.109
C 10.469 6.584 9.969
C 10.102 13.834 5.680
C 8.221 5.563 9.370
C 12.375 13.450 5.919
C 12.521 8.409 7.323
C 13.405 12.524 6.502
H 9.048 12.182 9.227
H 12.270 13.267 4.850
H 12.342 12.078 11.437
H 10.372 5.845 5.581
H 7.191 5.688 9.730
H 6.697 12.994 9.310
H 6.199 11.545 5.269
H 9.135 13.675 6.165
H 8.905 10.060 10.225
H 10.912 5.626 9.873
H 12.554 11.191 4.222
H 8.226 5.534 8.269
H 12.073 10.593 12.386
H 12.687 14.494 6.063
H 7.483 8.123 9.764
H 12.586 5.174 6.452
H 10.095 13.326 4.712
H 14.380 12.698 6.043
H 13.143 9.195 7.714
H 10.318 14.915 5.566
H 14.031 6.893 7.538
H 13.462 12.605 7.584
H 8.619 4.637 9.732
H 14.250 10.820 4.650
H 12.973 9.619 4.895
H 10.676 11.469 11.719
H 12.378 7.559 10.119
H 5.249 12.725 7.295
*
```

Computed properties:
Gap between HOMO and LUMO (spin up / spin down): 8.1960 / 7.5193 eV
Electronic energy: -177382.98851 eV
Relative energy (zero: lowest compared OMol25 entry of this formula, charge and spin): 0.0 kcal/mol
Expectation value of S²: 2.01

(5)
Formula: C12H40O8
Source: OMol25
Level of theory: wB97M-V/def2-TZVPD

ORCA input file:
```
! RIJCOSX wB97M-V def2-TZVPD def2/J DEFGRID3
* xyz 0 1
O -1.939 -10.582 0.231
O -6.857 -10.445 -10.827
O -3.473 -12.436 -8.824
O -7.803 -13.134 1.451
O -13.585 -14.984 -4.514
O -7.384 -5.304 -2.913
O -4.161 -16.505 -2.393
O -5.128 -12.744 -2.010
C -14.775 -15.219 -2.414
C -5.490 -8.780 -11.886
C -5.854 -11.944 -2.866
C -5.548 -12.159 -4.370
C -14.193 -14.188 -3.488
C -6.582 -8.281 -9.649
C -7.357 -12.076 -2.515
C -6.144 -5.726 -3.316
C -13.186 -13.210 -2.913
C -6.728 -9.040 -11.008
C -6.216 -6.257 -4.755
C -5.145 -4.573 -3.061
H -4.451 -16.706 -3.283
H -3.334 -12.706 -9.732
H -5.288 -3.753 -3.765
H -5.267 -4.209 -2.041
H -5.421 -6.983 -4.925
H -6.082 -5.448 -5.473
H -7.540 -4.485 -3.389
H -5.906 -11.319 -4.965
H -5.310 -7.720 -12.065
H -7.660 -8.699 -11.459
H -1.005 -10.776 0.150
H -5.779 -9.195 -12.852
H -7.245 -12.711 2.104
H -13.152 -14.427 -5.165
H -5.940 -13.061 -4.839
H -7.593 -13.140 -2.487
H -7.462 -8.527 -9.055
H -15.071 -13.648 -3.842
H -6.033 -10.728 -10.423
H -6.399 -7.212 -9.761
H -3.902 -13.187 -8.414
H -7.586 -11.501 -1.618
H -5.822 -6.543 -2.670
H -2.375 -11.405 0.013
H -15.497 -14.584 -1.900
H -12.259 -13.688 -2.599
H -15.222 -16.063 -2.939
H -4.480 -12.240 -4.569
H -7.259 -13.182 0.665
H -12.863 -12.450 -3.624
H -4.653 -9.341 -11.472
H -3.868 -17.346 -2.041
H -13.577 -12.797 -1.983
H -7.923 -11.529 -3.269
H -14.000 -15.536 -1.716
H -4.070 -4.722 -3.159
H -5.804 -8.678 -8.997
H -5.562 -10.958 -2.503
H -7.213 -6.639 -4.973
H -4.903 -13.588 -2.408
*
```

Computed properties:
Gap between HOMO and LUMO: 10.2657 eV
Electronic energy: -29471.15721 eV
Relative energy (zero: lowest compared OMol25 entry of this formula, charge and spin): 48.9 kcal/mol

(6)
Formula: C29H33N6OPt
Source: OMol25
Level of theory: wB97M-V/def2-TZVPD

ORCA input file:
```
! RIJCOSX wB97M-V def2-TZVPD def2/J DEFGRID3
* xyz 1 3
Pt -1.345 -1.164 0.019
O 0.777 2.656 5.002
N -1.886 1.147 -1.066
N 1.402 1.326 3.234
N -1.687 -1.194 2.032
N -0.471 -1.069 -1.744
N -0.102 0.573 4.834
N -1.811 -3.347 -1.059
C -0.913 -3.364 -2.189
C 3.273 4.266 1.922
C -2.420 -2.095 2.689
C 2.835 1.611 1.341
C 1.410 2.662 -1.977
C 1.534 0.282 -2.226
C -0.952 -0.313 2.727
C 3.655 2.373 0.528
C 0.461 -2.115 -3.755
C -3.197 -3.170 -1.529
C -1.637 -1.281 4.795
C 4.823 4.532 -0.049
C 2.235 2.175 2.463
C -0.281 -2.149 -2.559
C 0.732 1.623 4.378
C 3.894 3.714 0.806
C -0.870 -0.324 4.117
C -2.832 0.847 -2.150
C 0.075 -4.459 -4.092
C -0.546 1.323 -1.532
C 2.452 3.517 2.751
C 2.145 1.521 -2.260
C -1.712 -4.529 -0.203
C 0.641 -3.259 -4.502
C -2.398 2.234 -0.238
C -2.422 -2.154 4.073
C -0.717 -4.499 -2.949
C 0.073 2.558 -1.614
C 0.183 0.159 -1.884
H 4.478 5.562 -0.133
H 0.222 -5.361 -4.671
H 4.122 1.910 -0.334
H -3.034 -2.888 4.577
H 3.439 5.311 2.155
H 0.873 -1.179 -4.101
H -0.376 0.716 5.793
H -0.689 -4.658 0.142
H -0.433 0.437 2.150
H -2.362 -4.390 0.660
H 1.420 0.361 2.949
H -2.039 -5.443 -0.710
H -1.196 -5.430 -2.676
H -3.780 0.519 -1.722
H 3.199 1.597 -2.493
H 2.113 -0.615 -2.403
H -0.482 3.457 -1.381
H 4.914 4.110 -1.050
H 1.992 3.971 3.614
H -1.656 2.522 0.505
H -3.569 -4.084 -2.007
H -3.293 1.885 0.277
H -2.675 3.119 -0.824
H 1.878 3.636 -2.023
H -3.242 -2.359 -2.252
H 2.658 0.566 1.105
H 1.222 -3.214 -5.414
H -3.841 -2.930 -0.683
H -1.614 -1.317 5.877
H -3.014 1.734 -2.767
H -3.017 -2.770 2.094
H -2.438 0.058 -2.784
H 5.821 4.554 0.395
*
```

Computed properties:
Gap between HOMO and LUMO (spin up / spin down): 7.7569 / 5.8287 eV
Electronic energy: -44837.61354 eV
Relative energy (zero: lowest compared OMol25 entry of this formula, charge and spin): 0.0 kcal/mol
Expectation value of S²: 2.04